1.
DFT (ωB97M-V with the def2-TZVPD basis set) results for a molecular structure, C28H75As3F18N7O16 in a non-equilibrium geometry.

Calculated values
Total charge = +1
Strongest force on any atom = 5.39 eV Å⁻¹
HOMO energy = -9.40 eV

Positions of all 147 atoms, in Å:
C 0.53405 -7.17211 3.71438
C -0.07449 -5.90387 3.13777
C 0.92767 -4.75303 3.49457
O 0.66635 -3.41104 2.98834
C -0.17957 -2.61402 3.86591
N -0.31005 -5.99470 1.59964
H -0.59167 -5.11221 1.19715
H 0.54935 -6.29677 1.16343
H -0.98290 -6.74005 1.49087
H 1.33388 -7.61938 3.12419
H -0.17057 -8.00226 3.76412
H 1.00544 -7.06080 4.69087
H -1.01842 -5.64019 3.61479
H 1.86021 -5.13872 3.08262
H 1.12052 -4.78186 4.56699
H -1.14981 -3.08614 4.02035
H -0.42943 -1.80247 3.18248
H 0.21514 -2.24137 4.81112
C 4.80199 -3.62988 2.25573
C 3.69686 -2.56732 1.97023
C 3.37379 -1.85343 3.30879
O 2.37986 -0.80787 3.05802
C 2.10989 0.05657 4.13888
N 4.17041 -1.53470 0.98001
H 4.62650 -2.01748 0.21908
H 3.48963 -0.84379 0.69845
H 4.92488 -1.00921 1.39804
H 4.51162 -4.46201 2.89710
H 5.63256 -3.17394 2.79459
H 5.11274 -4.08770 1.31662
H 2.82759 -2.99393 1.46973
H 4.21146 -1.39350 3.83309
H 3.15698 -2.67447 3.99215
H 1.43191 0.83715 3.79371
H 2.98066 0.62512 4.46542
H 1.67495 -0.41282 5.02126
C -2.97357 -8.09578 -3.81950
C -2.71031 -6.73487 -3.22806
C -3.19074 -5.57640 -4.05292
O -2.63667 -4.33471 -3.56100
C -3.10792 -3.14494 -4.18924
N -3.28401 -6.61930 -1.80134
H -2.93276 -7.26476 -1.10845
H -2.92324 -5.73123 -1.48310
H -4.25564 -6.44637 -1.58656
H -3.96165 -8.37185 -4.18772
H -2.68524 -8.90659 -3.15050
H -2.52177 -8.24675 -4.79991
H -1.65394 -6.49157 -3.11410
H -4.27575 -5.48035 -4.01281
H -2.74702 -5.81738 -5.01891
H -2.69252 -2.22924 -3.76846
H -4.16003 -2.89744 -4.04817
H -2.94033 -3.30511 -5.25431
C 1.64719 4.22579 2.64158
C 1.31146 5.54773 3.31844
C 0.90924 6.72675 2.40626
O 0.87175 8.03473 2.90760
C 1.13454 9.07174 1.97881
N 0.16594 5.32204 4.39167
H -0.55710 4.62723 4.27110
H 0.62145 5.06574 5.25592
H -0.26231 6.20568 4.62805
H 0.83645 3.76816 2.07467
H 2.19240 3.52866 3.27785
H 2.30861 4.48128 1.81372
H 2.11392 5.91701 3.95704
H -0.10749 6.52658 2.06818
H 1.67380 6.68059 1.63075
H 1.13655 9.90965 2.67594
H 0.30169 9.17566 1.28335
H 2.04283 9.06726 1.37622
C -2.89700 6.75686 1.27291
C -2.61037 5.34162 0.77044
O -1.53156 4.78848 0.87092
N -3.80105 4.58727 0.09454
H -4.09208 3.76031 0.59607
H -4.62104 5.13262 0.31884
C -3.48803 4.35883 -1.36532
H -1.97354 7.26547 1.54974
H -3.57125 6.69934 2.12742
H -3.31177 7.36035 0.46552
H -4.17908 3.55109 -1.60635
H -2.52603 3.91443 -1.62061
H -3.57485 5.30872 -1.89285
C 2.15495 -1.65299 -6.58783
C 1.00623 -2.36029 -5.80878
O -0.14161 -2.67362 -6.16386
N 1.43766 -2.55690 -4.34210
H 2.02981 -3.37506 -4.35016
H 2.09415 -1.86667 -4.00640
C 0.17295 -2.53123 -3.41444
H 3.14004 -1.72187 -6.12636
H 1.84382 -0.61776 -6.72780
H 2.14696 -2.00969 -7.61778
H -0.38777 -3.39246 -3.77770
H -0.37153 -1.63482 -3.71126
H 0.49500 -2.52442 -2.37313
C -0.30996 -0.77935 0.48793
C -0.97242 -0.17739 -0.71371
O -1.84951 -0.61019 -1.46893
N -0.19749 1.03622 -1.20946
H 0.79339 0.90165 -1.35136
H -0.55621 1.23453 -2.13254
C -0.50855 2.27763 -0.36121
H 0.63943 -1.28305 0.30612
H -0.96786 -1.57114 0.84615
H -0.30533 -0.01839 1.26833
H 0.27445 2.36296 0.39226
H -1.57283 2.30958 -0.12800
H -0.29877 3.08464 -1.06323
As -0.77016 1.61747 -5.10615
F -0.02100 1.26351 -6.69911
F -1.62462 0.02533 -5.16628
F -1.62838 2.14145 -3.65542
F 0.12112 3.16787 -5.06156
F -2.09619 2.42642 -5.96044
F 0.55241 0.79744 -4.12999
As -1.60520 2.01959 4.40389
F -1.03800 1.87563 2.62342
F -3.16595 1.48897 3.83027
F -2.25145 2.17342 5.98098
F -0.04381 2.51091 4.92779
F -1.99678 3.72894 4.07057
F -1.23932 0.25998 4.59822
As -0.17749 7.22013 -2.24857
F -0.64274 7.64756 -0.55663
F -0.00187 8.94797 -2.68952
F 0.35842 6.88082 -3.94784
F -0.21708 5.45816 -1.91004
F -1.85932 7.34262 -2.80715
F 1.53649 7.18536 -1.68711
O -3.18867 -2.35174 0.31472
C -2.93908 -3.66182 0.45294
O -2.18412 -4.15364 -0.36933
O -3.60116 -4.31118 1.28943
H -2.81311 -2.18974 -0.55378
O 3.94156 0.95496 -2.51606
C 3.29143 -0.20239 -2.44680
O 3.48670 -1.03319 -3.35576
O 2.43887 -0.35320 -1.54400
H 3.57795 1.39009 -1.74145
O 2.48832 1.14795 1.16065
C 3.55911 1.85942 0.81295
O 4.52024 1.80980 1.61902
O 3.60713 2.55539 -0.22678
H 2.90660 0.81097 1.95631


2.
DFT (ωB97M-V with the def2-TZVPD basis set) results for a molecular structure, C28H75F2HgN4O20S2 in a non-equilibrium geometry.

Calculated values
Total charge = +1
Strongest force on any atom = 6.84 eV Å⁻¹
HOMO energy = -9.38 eV

Positions of all 132 atoms, in Å:
Hg -0.83695 1.28585 3.65158
N -0.30627 1.43505 1.58526
S 0.49162 0.50561 0.60610
O 1.91019 0.57774 0.78133
O -0.10383 0.11772 -0.63039
F 0.10784 -0.81369 1.49010
S -0.37697 2.83414 0.57336
O -1.31086 2.67504 -0.48675
O 0.85674 3.52839 0.47554
F -1.22037 3.61605 1.66884
C 1.81945 2.10738 4.93462
C 1.46313 3.22174 3.98163
O 0.03068 3.40511 4.10063
O 1.24099 0.93605 4.26194
H 1.37879 2.21335 5.92197
H 2.89914 1.97200 4.96612
H 1.70697 3.07476 2.92730
H 1.95358 4.16402 4.24476
H -0.06546 4.24401 4.57294
H 1.67873 0.10918 4.51136
C 6.39437 2.93126 1.04450
C 5.13596 2.48651 1.67137
O 4.03553 2.80854 0.82645
O 6.68555 2.07287 -0.07641
H 7.29193 2.87413 1.65614
H 6.26312 3.94258 0.64164
H 4.98041 2.98377 2.64864
H 5.09855 1.41918 1.91773
H 3.37619 2.11502 0.90315
H 5.95935 2.16572 -0.70367
C 1.61044 6.45504 1.40819
C 2.79701 5.97107 2.23462
O 2.65902 6.49648 3.56610
O 0.39284 6.22676 2.06584
H 1.68994 5.80911 0.52528
H 1.76902 7.50961 1.17706
H 3.73226 6.29121 1.76956
H 2.83244 4.87461 2.26561
H 3.52690 6.40536 3.97609
H -0.34312 6.15495 1.43095
C 4.04988 -2.63752 -2.67735
C 2.53558 -2.62071 -2.78298
O 2.01030 -2.07924 -1.55811
O 4.50347 -1.26298 -2.62311
H 4.51343 -2.96920 -3.60348
H 4.41344 -3.13888 -1.78065
H 2.04123 -3.58443 -2.93119
H 2.24671 -1.98789 -3.62617
H 1.04985 -2.07635 -1.64303
H 3.91677 -0.84200 -1.97917
C 2.54987 -2.40988 3.00975
C 3.51931 -2.29175 4.15156
O 4.58888 -1.41985 3.88253
O 3.18681 -2.97069 1.86111
H 2.19611 -1.41847 2.70108
H 1.55694 -2.85205 3.16834
H 3.83327 -3.26768 4.53081
H 2.90172 -1.90163 4.97375
H 5.08594 -1.84220 3.16839
H 2.89822 -2.49261 1.07498
C -1.68454 -2.40837 -1.11720
O -1.36248 -3.52349 -1.96672
C -1.49958 -4.71067 -1.21241
C -0.32540 -4.98991 -0.25742
N -0.60975 -6.11122 0.60662
C 0.02516 -5.95903 1.93013
C -0.41649 -7.11703 2.85042
O 0.71582 -7.80654 3.33151
C 0.48421 -8.60126 4.45884
H -0.90051 -2.31494 -0.36779
H -2.64583 -2.45364 -0.60265
H -1.67863 -1.54758 -1.77686
H -1.51680 -5.56745 -1.89487
H -2.48395 -4.76641 -0.73414
H -0.08957 -4.11723 0.38046
H 0.63262 -5.05071 -0.78524
H -1.58792 -6.29517 0.77400
H -0.27053 -4.99304 2.35234
H 1.11183 -6.04016 1.92236
H -1.22516 -7.76371 2.50028
H -0.83239 -6.61502 3.73944
H -0.19310 -8.17615 5.21199
H 1.44136 -8.94215 4.83616
H -0.11664 -9.49358 4.21445
C -5.08191 2.35792 -1.93845
O -5.27622 3.21805 -0.83191
C -5.03972 2.63573 0.44930
C -5.25619 3.68844 1.52196
N -4.09071 4.53532 1.81130
C -4.11367 5.75713 1.01124
C -2.81271 6.52892 1.05473
O -1.73001 6.08793 0.24859
C -1.84248 6.24177 -1.13377
H -4.91225 1.29506 -1.72995
H -4.19548 2.67012 -2.49614
H -6.00082 2.40133 -2.52482
H -4.02338 2.21899 0.34085
H -5.60581 1.72598 0.69740
H -5.57922 3.11317 2.39985
H -6.14935 4.24457 1.23163
H -3.34539 3.91005 1.56676
H -4.90213 6.42979 1.34365
H -4.27619 5.47383 -0.03845
H -2.54369 6.61306 2.11163
H -3.06164 7.55422 0.75181
H -0.82411 6.12735 -1.51905
H -2.07358 7.23813 -1.53303
H -2.48540 5.51457 -1.63566
C -3.87687 -1.14288 -5.04498
O -3.22690 -0.02295 -4.46961
C -1.93935 0.25137 -4.94140
C -0.82917 -0.44961 -4.15492
N -0.81419 -1.89179 -4.24669
C -0.42413 -2.47576 -5.51770
C -0.70020 -3.96022 -5.60655
O -2.08482 -4.13352 -5.75272
C -2.46698 -5.48121 -5.47676
H -3.36654 -2.06831 -4.76780
H -3.92787 -1.03921 -6.13172
H -4.88909 -1.20000 -4.64837
H -1.77704 1.31300 -4.72864
H -1.84204 0.09727 -6.02108
H -1.10074 -0.26993 -3.11137
H 0.14851 0.00785 -4.33335
H -1.28571 -2.49867 -3.58122
H 0.65491 -2.25116 -5.52233
H -0.84165 -1.96403 -6.39434
H -0.19764 -4.33959 -4.70612
H -0.22598 -4.28611 -6.53914
H -2.15863 -5.71868 -4.45475
H -1.87805 -6.21951 -6.03865
H -3.50208 -5.61051 -5.76706


3.
DFT (ωB97M-V with the def2-TZVPD basis set) results for 8 unconnected molecules or ions with the total composition C28H75N3O14 in a non-equilibrium geometry.

Calculated values
Strongest force on any atom = 2.45 eV Å⁻¹
HOMO energy = -8.85 eV
ΔE to the lowest compared entry with this formula, charge and spin = 0.00 kJ/mol

Positions of all 120 atoms, in Å:
C 6.69664 10.93290 16.89880
O 8.04672 11.34671 16.99477
C 8.48281 12.15311 15.86940
C 8.21585 11.59769 14.46800
N 7.02870 12.28011 13.88319
C 6.83810 11.81409 12.51092
C 5.93259 12.78904 11.75216
O 6.60705 14.04763 11.60066
C 7.42446 14.28302 10.47070
H 6.30460 11.12881 15.89496
H 6.02515 11.48004 17.55953
H 6.67162 9.88244 17.09081
H 9.53364 12.29439 16.07134
H 7.96945 13.10874 15.98690
H 8.05731 10.52363 14.36993
H 9.09820 11.85771 13.86543
H 7.40467 13.20186 13.68978
H 6.33926 10.85912 12.52793
H 7.80546 11.72479 11.99232
H 5.04421 13.02256 12.34680
H 5.68780 12.33543 10.79411
H 6.82005 14.35800 9.55679
H 8.13419 13.42844 10.33140
H 7.98324 15.17519 10.67520
C 8.43542 16.16339 18.46090
O 9.45085 15.64279 17.61884
C 10.21058 14.60952 18.19273
C 11.35054 14.28768 17.27157
N 11.91653 12.99960 17.66783
C 12.96393 12.63327 16.72923
C 13.47305 11.24969 16.93484
O 12.48894 10.33588 16.52108
C 12.92410 9.04171 16.51178
H 8.86815 16.57980 19.37889
H 7.72457 15.36958 18.65271
H 7.99700 16.94243 17.85803
H 9.60446 13.69572 18.34783
H 10.62971 14.84094 19.20125
H 12.13111 15.05414 17.34188
H 10.98679 14.29818 16.21814
H 11.20962 12.29813 17.48881
H 13.82571 13.29220 16.81604
H 12.58951 12.73283 15.69826
H 13.68617 11.22349 18.00120
H 14.39641 11.06233 16.36465
H 13.83016 8.87931 15.92742
H 12.15188 8.34757 16.16634
H 13.09759 8.69851 17.55795
C 7.91403 15.79865 27.13691
O 8.49264 15.64112 25.83569
C 9.86732 15.78890 25.70709
C 10.18824 15.66510 24.25177
N 9.86369 14.35309 23.73061
C 10.03247 14.38562 22.28118
C 9.32922 13.21117 21.63374
O 8.01184 13.51717 21.25628
C 7.35653 12.41092 20.68708
H 6.83859 15.80397 26.94500
H 8.18509 16.76554 27.55318
H 8.12289 14.96050 27.82223
H 10.46380 15.08682 26.31887
H 10.18406 16.77302 26.05982
H 11.25714 15.85829 24.07309
H 9.59262 16.41327 23.72344
H 8.91036 14.10303 24.00442
H 11.08786 14.27913 22.08042
H 9.64652 15.28868 21.78854
H 9.35459 12.35673 22.31518
H 9.99191 12.91581 20.78720
H 7.87696 12.11128 19.79851
H 6.28857 12.52756 20.47017
H 7.41271 11.56628 21.38396
O 8.87414 7.65136 22.71883
C 7.45863 7.51277 22.67488
C 6.76191 8.25721 21.47555
O 7.27880 7.68676 20.27101
H 9.23565 7.59837 21.82426
H 7.21485 6.47052 22.48095
H 7.06461 7.89136 23.60388
H 6.91874 9.34219 21.46841
H 5.66090 8.08730 21.57154
H 7.96438 8.30618 19.96416
O 13.28106 7.11496 21.32462
C 13.90876 6.56807 22.48681
C 12.92825 6.68775 23.59250
O 13.66313 6.38930 24.74241
H 13.22960 6.44208 20.67040
H 14.25936 5.54008 22.38621
H 14.76851 7.21459 22.73288
H 12.05107 6.02719 23.43757
H 12.50651 7.72717 23.65278
H 13.20115 5.71635 25.25613
O 10.77933 8.04888 20.56674
C 10.97015 9.46214 20.61103
C 10.49122 10.08001 19.33707
O 9.06208 9.99006 19.33996
H 11.57134 7.62568 20.95352
H 10.35141 9.86634 21.44429
H 12.02655 9.71645 20.72205
H 10.93783 9.48000 18.52539
H 10.81743 11.12693 19.30448
H 8.69283 10.31082 18.50428
C 14.10814 14.36933 21.74065
C 13.38344 14.09482 20.39814
O 12.64841 12.90482 20.46952
H 14.62473 15.33949 21.73972
H 14.74990 13.54976 22.07556
H 13.25860 14.42798 22.43681
H 14.19799 13.91703 19.69244
H 12.85295 14.98924 20.01817
H 12.02814 12.92161 19.70864
C 13.41920 10.96619 24.48082
C 12.19997 11.47402 23.72761
O 11.44668 12.30583 24.59444
H 14.05426 10.35895 23.79750
H 13.14740 10.40545 25.35935
H 14.05505 11.79265 24.87084
H 11.61419 10.62594 23.33260
H 12.53073 12.07437 22.85792
H 11.08831 13.11046 24.20330


no.,gap between HOMO and LUMO (eV),E_tot (eV)
1,5.65,-304871.7530
2,1.70,-108423.6435
3,9.41,-63381.4947